No. 1
17
Properties=species:S:1:pos:R:3:forces:R:3 method="wB97M-V/def2-TZVPD" e_above_lowest_ev=0.6809 spin_multiplicity=3 lumo_ev="0.47 / -3.61" homo_lumo_gap_ev="7.0 / 5.8"
C 0.28415 -1.30011 -1.10948 -1.990 -0.905 0.645
C 1.14493 0.94851 -1.34328 -3.089 2.654 -1.429
C -1.14236 0.42972 2.59529 1.538 -0.581 -3.177
C -0.12927 0.15259 -0.95005 3.072 0.170 0.590
Si -1.12692 0.68903 0.57344 -1.677 -0.279 1.170
I 2.25708 -3.49054 1.32548 0.147 -0.172 0.195
I -2.28346 2.86341 0.22502 0.449 -0.291 -0.067
H 0.85949 -1.82046 -0.36571 0.224 0.367 0.396
H -0.62760 -1.85309 -1.26009 -0.677 -0.691 0.589
H 0.69773 -1.49491 -2.05940 1.211 0.329 -1.166
H 0.81306 2.01967 -1.60232 0.560 -1.298 0.363
H 1.41426 0.50540 -2.27984 0.854 -0.088 -0.461
H 1.92103 1.06512 -0.67286 1.649 -0.339 1.524
H -0.98030 1.33283 3.09933 0.138 1.260 0.699
H -2.02852 -0.06517 2.84232 -1.707 -0.280 0.213
H -0.38749 -0.29256 2.81863 0.899 -0.323 0.306
H -0.68579 0.31059 -1.83649 -1.600 0.468 -0.390

---

No. 2
23
Properties=species:S:1:pos:R:3:forces:R:3 method="wB97M-V/def2-TZVPD" e_above_lowest_ev=1.1460 spin_multiplicity=1 lumo_ev=0.95 smiles=Cc1ccccc1.CC homo_lumo_gap_ev=9.7
C -0.00741 1.74174 1.08188 1.094 -0.858 0.314
C 1.12729 1.62391 0.08364 0.221 0.710 0.505
C 1.46918 2.65896 -0.79561 0.143 -2.207 -0.857
C 1.98839 2.18073 -2.00603 1.010 1.941 -0.390
C 2.39033 0.89427 -2.25114 0.212 -1.494 0.689
C 2.32677 -0.06584 -1.22101 -0.352 1.159 -0.229
C 1.76099 0.37023 -0.03994 -0.958 0.220 0.367
H 0.10624 2.54445 1.80578 -0.299 0.283 -0.153
H -0.01373 0.79116 1.62988 -0.207 0.258 0.164
H -0.93587 1.76094 0.51235 -0.074 0.407 0.196
H 1.40566 3.71760 -0.61953 -0.776 0.132 0.066
H 2.20461 2.92366 -2.77663 -0.061 -0.155 0.088
H 2.88639 0.60499 -3.16235 -0.244 0.173 -0.401
H 2.58060 -1.10240 -1.37626 0.496 0.015 0.091
H 1.71692 -0.20303 0.88255 -0.218 -0.597 -0.445
C -3.17929 -2.41925 0.53986 -1.190 1.191 -0.437
C -2.09369 -2.75979 1.50801 1.528 0.232 0.935
H -4.00328 -1.81188 0.94029 0.180 -0.298 0.706
H -2.84425 -1.69998 -0.21780 0.349 -0.667 -0.305
H -3.70582 -3.26448 0.09375 0.480 -0.106 -0.187
H -1.23009 -3.26043 1.05785 -0.390 -0.341 -0.281
H -2.37060 -3.33926 2.38932 -0.379 -0.192 -0.232
H -1.57934 -1.88629 1.94114 -0.564 0.195 -0.203

---

No. 3
15
Properties=species:S:1:pos:R:3:forces:R:3 method="wB97M-V/def2-TZVPD" e_above_lowest_ev=3.5677 spin_multiplicity=1 lumo_ev=0.38 homo_lumo_gap_ev=9.5
C -2.04339 -0.10748 -0.88404 -0.371 0.178 -0.232
C -0.97475 -0.43837 0.14087 0.131 -0.528 0.347
C 0.17568 0.54793 0.10969 -0.170 0.524 -0.404
C 1.24681 0.26051 1.11546 0.297 1.196 0.784
O 1.18407 0.03690 2.27851 -0.073 -0.204 -0.837
C 2.63080 -0.47640 -0.07409 1.656 -0.087 0.060
O 2.65794 0.63720 0.57684 -1.647 -0.746 0.100
H -2.48256 0.88287 -0.69921 0.092 -0.191 -0.023
H -2.86233 -0.83719 -0.86075 0.197 0.142 0.056
H -1.65013 -0.10188 -1.91065 0.023 -0.015 0.270
H -0.56637 -1.43780 -0.05224 -0.079 0.095 0.032
H -1.38678 -0.46013 1.15690 -0.048 -0.028 -0.197
H 0.58060 0.60215 -0.90415 0.100 -0.019 0.290
H -0.20550 1.55133 0.35357 0.101 -0.091 0.086
H 3.69591 -0.65964 -0.34671 -0.210 -0.226 -0.332

---

No. 4
77
Properties=species:S:1:pos:R:3:forces:R:3 method="wB97M-V/def2-TZVPD" spin_multiplicity=2 lumo_ev="-0.13 / -0.13" homo_lumo_gap_ev="7.0 / 6.5"
Mn 0.64947 0.51935 -0.13004 -0.102 -0.141 0.410
C 2.20973 1.02751 3.90326 -0.021 0.039 0.076
C 1.39037 1.06603 2.76968 -0.009 0.131 0.265
N 1.61191 0.32347 1.70868 0.049 0.005 -0.038
C 2.65982 -0.52328 1.73676 0.070 -0.104 -0.031
C 3.52968 -0.64959 2.82660 -0.043 -0.028 -0.100
C 3.28448 0.17402 3.93201 0.011 0.055 0.121
C 4.59914 -1.60839 2.75975 -0.025 0.106 0.151
C 4.75375 -2.39679 1.67953 0.023 -0.120 -0.166
C 3.86564 -2.29503 0.55275 -0.018 -0.004 0.014
C 3.94781 -3.10932 -0.58801 0.066 -0.083 -0.036
C 3.04871 -2.92976 -1.60531 -0.035 -0.029 -0.069
C 2.08081 -1.92122 -1.49673 0.001 -0.134 -0.158
N 1.96991 -1.15579 -0.43612 -0.154 0.287 0.241
C 2.84186 -1.34590 0.57715 0.010 0.040 0.043
H 1.98473 1.67466 4.73958 0.003 -0.007 0.005
H 0.53463 1.72885 2.71309 0.016 0.022 0.021
H 3.93740 0.12403 4.79626 -0.029 0.010 -0.023
H 5.27374 -1.68884 3.60465 -0.032 0.004 -0.030
H 5.55356 -3.12734 1.63993 -0.022 0.022 -0.007
H 4.71603 -3.87217 -0.64967 -0.025 0.028 -0.009
H 3.07504 -3.53973 -2.49750 0.012 0.003 0.018
H 1.37769 -1.72986 -2.29734 0.008 -0.010 -0.005
C -1.90812 -1.60488 3.27404 0.028 -0.011 0.010
C -2.81469 -0.60667 3.61706 -0.042 0.025 0.021
C -2.80280 0.59005 2.93090 -0.023 0.041 0.038
C -1.88151 0.78388 1.89104 0.019 0.048 -0.003
N -1.02533 -0.18922 1.56860 0.093 -0.218 -0.359
C -1.03502 -1.33889 2.23897 0.037 0.027 -0.006
C -1.73858 2.01805 1.08932 -0.035 -0.056 0.030
C -2.65072 3.07463 1.23213 -0.064 0.001 0.041
C -2.50612 4.22773 0.48926 0.054 0.006 -0.040
C -1.43728 4.32182 -0.40370 -0.013 -0.023 0.022
C -0.54934 3.26814 -0.54014 -0.047 0.021 0.019
C -0.65189 2.06621 0.19000 0.163 0.193 -0.049
H -1.88016 -2.55364 3.79352 -0.002 0.027 -0.021
H -3.52294 -0.76288 4.42228 0.015 0.007 -0.018
H -3.49549 1.37407 3.20461 0.032 -0.014 -0.026
H -0.30469 -2.07587 1.91472 -0.036 0.009 0.016
H -3.48838 3.00153 1.91906 0.052 -0.025 -0.026
H -3.21268 5.04254 0.59575 0.024 -0.028 -0.001
H -1.30801 5.22234 -0.99612 -0.002 -0.038 0.020
H 0.26278 3.37274 -1.25427 -0.029 0.016 0.005
B 2.68012 1.00978 -2.86155 0.102 0.057 -0.174
N 1.14495 1.01475 -3.10713 0.001 -0.156 -0.026
C 0.55575 1.27950 -4.28486 0.090 -0.015 0.143
C -0.81085 1.17352 -4.13037 -0.067 -0.004 0.032
C -0.96971 0.84199 -2.78412 -0.049 0.051 -0.045
N 0.20521 0.73355 -2.17008 -0.058 0.030 -0.293
N 2.95513 1.88658 -1.61196 0.011 -0.081 -0.005
C 3.92439 2.80228 -1.47169 -0.138 -0.052 -0.092
C 3.79682 3.38820 -0.22867 -0.025 0.075 0.084
C 2.68860 2.75334 0.33288 -0.052 0.008 -0.001
N 2.19467 1.83661 -0.50176 0.460 0.232 -0.092
H 3.13018 -0.10639 -2.73134 -0.087 0.074 0.063
H 3.19602 1.55438 -3.81133 -0.026 -0.015 0.043
H 1.16100 1.53547 -5.13879 -0.032 -0.017 0.022
H -1.57786 1.33653 -4.86873 0.036 -0.007 0.036
H -1.88201 0.72852 -2.22857 -0.022 0.007 0.006
H 4.61367 2.98286 -2.28049 -0.023 -0.010 0.045
H 4.39578 4.17686 0.19452 -0.034 -0.035 -0.003
H 2.20002 2.94573 1.27300 0.053 0.006 -0.005
N -2.47912 -6.32173 -1.57620 -0.045 0.070 -0.092
C -1.49839 -5.37765 -1.63109 0.040 -0.041 0.349
O -0.34190 -5.66910 -1.86418 0.027 0.033 -0.144
C -1.90883 -3.96353 -1.34389 0.113 -0.050 -0.096
C -3.20978 -3.49746 -1.38286 -0.180 0.052 -0.020
C -3.44483 -2.16177 -1.09836 -0.136 -0.013 -0.008
C -2.37135 -1.34558 -0.79271 -0.041 0.072 0.036
N -1.10772 -1.76792 -0.77171 -0.044 -0.338 -0.156
C -0.90117 -3.05096 -1.04079 0.136 -0.017 0.019
H -2.19420 -7.27965 -1.68535 0.009 -0.007 0.007
H -3.37543 -6.13382 -1.16764 0.006 0.009 -0.004
H -4.03624 -4.14488 -1.65139 0.007 0.008 0.001
H -4.44663 -1.75246 -1.11655 0.033 -0.019 -0.002
H -2.52735 -0.30218 -0.54137 -0.006 -0.028 0.009
H 0.12128 -3.41195 -1.01559 -0.038 0.019 0.000